{"formula": "C2H6NS", "method": "ωB97M-V/def2-TZVPD", "elements": ["S", "H", "C", "C", "N", "H", "H", "H", "H", "H"], "xyz": [[-2.07138, -1.26016, -0.36066], [-3.25853, -1.83064, -0.30059], [0.66951, 0.86624, -0.82627], [0.79039, -0.30774, 1.19347], [1.42156, 0.09885, 0.17005], [0.31172, 1.82286, -0.42495], [-0.28349, 0.33976, -0.98570], [1.32766, 1.06313, -1.66307], [1.36550, -0.72776, 2.00376], [-0.27295, -0.06454, 1.19396]], "atomic_forces_ev_per_a": [[0.4, 0.2, 0.0], [-0.6, -0.3, 0.0], [-0.7, -0.4, 1.0], [-0.1, 1.5, -1.5], [0.9, 0.2, 0.5], [0.5, 0.1, 0.2], [0.4, 0.0, -0.9], [-0.3, -0.2, -0.4], [-0.2, -0.5, 0.2], [-0.2, -0.6, 0.9]], "lowdin_charge": [-0.174, -0.496, -0.188, -0.134, -0.119, 0.068, -0.046, 0.050, 0.048, -0.009], "homo_lumo_gap_ev": 7.04, "lumo_energy_ev": 4.335, "charge": -1, "relative_energy_ev": 1.0036}



{"formula": "C5H13NO", "method": "ωB97M-V/def2-TZVPD", "elements": ["C", "C", "N", "O", "H", "H", "H", "H", "H", "C", "C", "C", "H", "H", "H", "H", "H", "H", "H", "H"], "xyz": [[-2.18358, 1.06715, -0.18562], [-0.84314, 1.55751, 0.31830], [-0.34336, 2.54927, -0.49592], [-0.43806, 1.27914, 1.42183], [-2.21470, -0.07066, 0.16099], [-2.19559, 0.91253, -1.25658], [-2.98102, 1.64912, 0.28682], [0.59923, 2.84871, -0.32092], [-0.85551, 2.75534, -1.33505], [0.99005, -1.95185, -1.49259], [0.67278, -2.06904, -0.01643], [1.95800, -1.99064, 0.81909], [0.54594, -1.08876, -1.97844], [0.60766, -2.82632, -2.02918], [2.04108, -1.91520, -1.68584], [-0.07352, -1.39748, 0.35973], [0.12819, -2.95231, 0.34506], [2.76737, -2.47279, 0.19737], [2.19186, -0.86070, 0.87778], [1.91557, -2.43421, 1.77950]], "atomic_forces_ev_per_a": [[0.6, -3.7, 1.1], [-1.4, 1.5, -0.2], [0.2, -0.9, 0.7], [0.8, -0.3, -0.2], [-0.3, 2.4, -0.2], [-0.4, 0.8, -0.4], [0.0, -0.3, -0.5], [0.0, 0.4, -0.2], [0.5, 0.1, -0.1], [-1.3, -0.6, -0.5], [0.0, -0.9, 1.6], [0.9, 2.2, -2.1], [-0.1, 0.2, 0.1], [0.1, 0.1, -0.1], [0.7, 0.1, 0.0], [0.0, 1.4, -0.1], [0.4, -0.7, -1.0], [-0.6, 0.4, 1.0], [0.1, -1.8, 0.3], [-0.1, -0.3, 1.0]], "lowdin_charge": [-0.029, -0.620, 0.146, 0.043, 0.120, 0.060, 0.086, 0.103, 0.091, -0.114, -0.329, -0.119, 0.060, 0.072, 0.052, 0.060, 0.099, 0.077, 0.099, 0.044], "homo_lumo_gap_ev": 10.72, "lumo_energy_ev": 0.807, "charge": 0, "relative_energy_ev": 0.9282, "smiles": "CC(N)=O.CCC"}



{"formula": "C5H5N2", "method": "ωB97M-V/def2-TZVPD", "elements": ["C", "N", "C", "C", "C", "C", "N", "H", "H", "H", "H", "H"], "xyz": [[1.73294, 0.29915, -1.56697], [0.93059, -0.24526, -0.54924], [0.23692, -0.75200, 0.27472], [-0.67805, -1.07039, 1.33640], [-1.60072, -0.09240, 1.55655], [-1.60902, 1.03031, 0.67885], [-1.48588, 1.92178, -0.03402], [2.41713, 0.88225, -1.02215], [1.22515, 0.77566, -2.28503], [2.04961, -0.55124, -2.24030], [-0.72593, -2.01142, 1.68570], [-2.49274, -0.18646, 2.16549]], "atomic_forces_ev_per_a": [[1.5, -3.5, 0.5], [-4.5, -3.2, 4.1], [3.3, 2.6, -3.4], [-0.6, 3.7, -1.8], [-0.1, -0.9, -1.0], [0.4, 0.5, 0.4], [-0.1, 0.1, -0.1], [1.6, 0.7, -0.2], [-2.6, 2.7, -1.9], [0.8, 0.5, 1.4], [0.1, -3.0, 1.6], [0.4, -0.3, 0.5]], "lowdin_charge": [0.027, 0.177, 0.130, 0.031, 0.025, -0.193, 0.230, 0.111, 0.070, 0.156, 0.092, 0.143], "homo_lumo_gap_ev": 9.62, "lumo_energy_ev": -6.136, "charge": 1, "relative_energy_ev": 0.5147, "smiles": "C[N+]#C/C=C\\C#N"}